[1]
Computed, not measured: a 13-piece molecular cluster, C7H36FO14 overall, with wB97M-V/def2-TZVPD.

Last column: Löwdin charge in e.
CARTESIAN COORDINATES (ANGSTROEM)
C (0.1535, 1.0357, 4.5494)  0.010
C (0.5874, 1.5709, 3.2006)  -0.631
O (0.4181, 2.7589, 2.8984)  -0.006
O (1.1033, 0.6870, 2.4059)  -0.075
C (0.2163, 0.2732, 0.9578)  -0.094
C (-0.1723, -1.0632, 0.8022)  -0.349
C (1.0067, -2.0203, 1.0039)  -0.110
C (-1.3172, -1.4396, 1.7379)  -0.191
C (-2.6556, -0.7828, 1.4328)  -0.168
F (-3.0869, 0.0663, 2.5009)  -0.122
H (-0.8724, 0.6623, 4.4515)  0.080
H (0.1536, 1.8543, 5.2662)  0.036
H (0.7698, 0.2078, 4.8987)  0.069
H (-0.6335, 0.9628, 1.0486)  0.093
H (0.8993, 0.7318, 0.2379)  0.079
H (0.6925, -3.0760, 0.9790)  0.062
H (1.7678, -1.8827, 0.2319)  0.032
H (1.4721, -1.8712, 1.9832)  0.040
H (-1.4668, -2.5288, 1.7094)  0.099
H (-1.1083, -1.2058, 2.7991)  0.111
H (-3.4715, -1.5000, 1.3106)  0.105
H (-2.5987, -0.1468, 0.5432)  0.104
O (0.2266, 2.6786, 7.4810)  -0.048
H (1.0890, 2.7972, 7.8936)  0.050
H (-0.2572, 3.4874, 7.6781)  0.051
O (-1.9774, -1.2002, -2.0708)  -0.064
H (-2.1536, -0.5836, -2.7857)  0.002
H (-1.0251, -1.3216, -1.9835)  0.011
O (2.5737, -1.5993, 4.2341)  -0.075
H (2.2840, -1.0156, 3.5121)  0.002
H (3.5174, -1.7150, 4.0968)  0.027
O (0.9717, -3.4476, -2.0500)  -0.044
H (1.8146, -3.0746, -1.7654)  0.034
H (0.9685, -4.3446, -1.7062)  0.043
O (-1.5027, -0.0666, -5.1460)  -0.046
H (-2.2096, -0.1268, -5.8065)  0.028
H (-1.0007, 0.7128, -5.4020)  0.051
O (-2.8873, 2.9684, 2.3445)  -0.083
H (-2.9434, 2.0041, 2.3934)  -0.007
H (-1.9397, 3.1323, 2.4607)  0.008
O (0.1099, -2.5292, -4.7819)  -0.085
H (-0.1164, -2.9126, -3.9266)  -0.003
H (-0.3846, -1.7026, -4.8478)  -0.024
O (2.0119, 1.4420, -1.9839)  -0.036
H (1.4410, 1.3569, -2.7537)  0.050
H (2.3072, 2.3578, -1.9812)  0.056
O (-2.8259, -0.5719, -7.8483)  -0.058
H (-3.0771, 0.0813, -8.5070)  0.037
H (-1.8772, -0.6930, -7.9936)  0.011
O (-0.2882, 0.0099, -9.1986)  -0.042
H (-0.4745, 0.6626, -9.8795)  0.046
H (0.6528, -0.1768, -9.2674)  0.052
O (3.5305, -0.8387, -1.0810)  -0.074
H (3.6043, -0.3843, -0.2367)  0.035
H (3.0517, -0.2074, -1.6367)  -0.004
O (2.0240, 3.8584, 5.2869)  -0.071
H (1.6046, 4.0551, 4.4405)  0.019
H (1.2997, 3.6133, 5.8693)  -0.022

Output
E_tot (eV): -39226.010
Charge: -1
Molar mass (g/mol): 363.3
Gap between HOMO and LUMO (eV): 4.39

[2]
Computed, not measured: a 12-piece molecular cluster, C7H36O12 overall, with wB97M-V/def2-TZVPD.

Last column: Löwdin charge in e.
CARTESIAN COORDINATES (ANGSTROEM)
C (0.4110, -3.2355, -1.9071)  -0.093
C (-1.0575, -3.5312, -1.6337)  -0.253
C (-1.8106, -2.4875, -0.8473)  -0.202
C (-1.7333, -1.0650, -1.4484)  -0.180
C (0.6089, 1.9995, -0.8492)  -0.188
O (1.9197, 1.3777, -0.6854)  -0.118
C (-0.3732, 1.0051, -1.4185)  -0.118
C (-0.5195, -0.2451, -1.0126)  -0.088
H (0.4710, -2.2224, -2.3203)  0.062
H (0.9297, -3.1605, -0.9429)  0.068
H (0.9776, -3.8601, -2.5796)  0.087
H (-1.4582, -3.9083, -2.5871)  0.110
H (-1.2289, -4.4972, -1.1317)  0.110
H (-1.4213, -2.3828, 0.1704)  0.094
H (-2.8560, -2.7357, -0.6758)  0.110
H (-2.6111, -0.4703, -1.2019)  0.094
H (-1.7415, -1.2000, -2.5303)  0.120
H (0.6067, 2.9147, -1.4413)  0.118
H (0.4205, 2.2229, 0.2054)  0.116
H (2.4689, 1.6873, -1.4165)  0.073
H (-1.0809, 1.4408, -2.1050)  0.084
H (0.1333, -0.8628, -0.4048)  0.097
H (-4.1279, 0.9430, 2.4821)  0.079
H (-2.5798, 1.3399, 2.5592)  0.050
O (-3.3213, 1.0851, 1.9799)  -0.060
H (0.2345, 0.8086, 3.0731)  -0.030
H (1.6803, 0.1168, 2.5948)  -0.012
O (1.1910, 0.7851, 3.1138)  -0.097
H (0.2115, 2.5782, 3.8637)  0.034
H (-0.8558, 3.5910, 3.3134)  0.051
O (-0.6764, 2.6610, 3.5055)  -0.057
H (-1.9860, 3.1694, 0.3510)  0.023
H (-3.2575, 2.1900, 0.5112)  0.001
O (-2.9182, 3.0370, 0.1853)  -0.064
H (2.5883, -0.8807, 0.4857)  0.012
H (3.3326, -0.9809, 1.8179)  0.076
O (2.4272, -0.9586, 1.4707)  -0.093
H (3.9957, 1.6306, 0.2440)  0.038
H (4.2413, 0.5552, -0.7442)  0.005
O (4.6148, 0.8993, 0.0701)  -0.050
H (-1.7608, 0.0879, 1.6969)  0.014
H (-1.7424, -1.2023, 2.5945)  0.070
O (-1.2683, -0.3860, 2.3793)  -0.055
H (2.2597, -0.5001, -1.4289)  0.014
H (1.9862, -2.0051, -1.1688)  0.002
O (2.6853, -1.3250, -1.1205)  -0.065
H (1.9276, 0.2107, -4.2693)  0.067
H (0.8771, 0.9396, -3.4860)  0.039
O (1.7444, 0.5361, -3.3751)  -0.033
H (-2.9322, 2.6138, -2.3748)  0.037
H (-3.9105, 1.7624, -1.6180)  0.032
O (-3.2859, 1.7165, -2.3515)  -0.070
H (1.5562, -2.9851, 2.6435)  0.033
H (0.7791, -2.3217, 1.5194)  -0.020
O (0.7291, -3.0429, 2.1509)  -0.073

Output
Energy above the lowest of the compared OMol25 structures with the same formula, charge and spin (eV): 2.9654
E_tot (eV): -32411.790
Molar mass (g/mol): 312.4
Gap between HOMO and LUMO (eV): 9.60
Structure (SMILES): CCCC/C=C/CO.O.O.O.O.O.O.O.O.O.O.O

[3]
Computed, not measured: C7H3CuNO4S4 as an isolated structure, with wB97M-V/def2-TZVPD.

Last column: Löwdin spin population.
CARTESIAN COORDINATES (ANGSTROEM)
Cu (0.2055, -0.1498, 0.2932)  0.017
O (0.1927, 4.1945, -0.2959)  0.000
C (0.0218, 2.9880, -0.0349)  0.000
O (0.7898, 2.1663, 0.5072)  0.000
C (-1.3308, 2.3964, -0.4661)  0.000
C (-2.3577, 3.1952, -0.9505)  0.000
C (-3.5867, 2.6074, -1.2088)  0.000
C (-3.7677, 1.2574, -0.9507)  0.000
C (-2.6919, 0.5254, -0.4667)  0.000
N (-1.5012, 1.0900, -0.2715)  0.000
C (-2.8378, -0.9442, -0.0372)  0.000
O (-3.9333, -1.4777, -0.2986)  0.000
O (-1.8192, -1.4226, 0.5032)  0.000
H (-2.1652, 4.2491, -1.0930)  0.000
H (-4.4101, 3.2065, -1.5867)  0.000
H (-4.7112, 0.7500, -1.0931)  0.000
S (2.7241, 0.0906, 0.0035)  0.236
S (3.8503, -1.5099, -0.1444)  0.256
S (2.6235, -3.1963, -0.1413)  0.256
S (0.7537, -2.6172, 0.0058)  0.235

Output
E_tot (eV): -104971.950
2S+1: 2
⟨S²⟩: 0.76
Charge: -2
Molar mass (g/mol): 356.9
Gap between HOMO and LUMO (spin up / spin down) (eV): 5.87 / 5.87